1.
C41H55Cl3NOY as an isolated structure at a distorted geometry, computed with ωB97M-V with the def2-TZVPD basis set.

Positions of all 102 atoms, in Å:
C 1.27753 -2.48031 -3.33327
C -0.05881 -3.11471 -2.90686
H 1.84776 1.92542 -4.48651
C -2.75446 -3.87254 1.96353
C 1.39214 -1.61812 -0.95269
H -0.21845 4.36235 4.61483
H -3.04163 4.05392 2.20040
H -0.82921 -2.34843 -2.76497
C -2.43945 3.86970 3.09439
H 3.27345 0.30461 2.92539
H 2.05776 1.15391 1.96960
H -0.71571 0.09731 4.35097
H 1.73520 0.29977 -5.17025
H -3.61120 -4.59166 -0.58741
Cl -4.25726 3.43525 -0.43735
O -2.13401 1.35198 -0.92665
H -3.96675 -3.20169 4.79762
H 5.00845 0.07229 -4.69260
H -3.99875 2.75825 4.10180
H -0.04386 2.07960 5.62549
H 3.70945 -2.55939 0.50856
C -1.63820 2.10731 -3.10409
H 1.05646 -2.56237 -0.54120
H 1.94891 -1.60567 -5.25101
C -2.62670 -3.09403 3.10787
C -1.77464 -1.22179 1.79713
C -2.35119 2.20285 -1.90985
H 4.67710 1.48901 -2.19892
H -0.60827 4.53219 2.14769
H -1.18715 2.82342 -5.08410
C -2.82087 1.40093 2.90502
C 1.89861 -0.56448 -0.15332
H 3.27398 2.51132 -2.60243
C -3.02572 -3.64755 4.45655
C -2.70377 3.97428 -4.07983
H 2.99576 1.22969 -0.76955
H 0.02463 -3.69063 -1.98044
H -2.46221 -3.55390 -1.43744
C 2.39966 -0.13947 -2.40064
H -3.25701 0.52134 3.38303
C -2.43556 -3.34013 0.71860
C -0.63640 2.22928 4.72182
C 1.67183 -1.38319 -2.32242
C -2.95058 2.62202 3.83013
C 1.74136 -1.71094 2.12767
H 4.47691 -1.69633 1.86109
C 3.22007 0.52812 -3.53665
C 2.92350 0.49314 1.90470
H 3.12803 1.32367 -5.54647
C -3.45472 4.12739 -2.92701
H -0.40887 -3.79760 -3.68998
Cl -2.92555 5.07982 -5.41124
H 3.33239 -3.19459 -3.62577
H 3.71776 1.03324 1.37651
C 4.32680 -0.44143 -4.00239
H 0.19036 2.30889 1.50342
H -4.18402 4.92419 -2.85474
H 0.79683 -1.23956 2.40193
H 0.78275 -2.91221 -5.37766
Y -0.37978 0.20383 -0.35599
H 2.29987 -1.91710 3.04993
C -2.11545 2.39872 5.09796
H 4.52451 -1.00826 0.21699
H 2.07678 -4.41639 -3.93647
C -0.13533 3.47421 3.97713
C 2.58297 -0.82585 1.20509
C -2.13722 -1.78747 3.02168
H -2.26702 -3.42735 5.21107
C -1.78055 2.95349 -4.18479
H 0.92471 3.35316 3.72283
H -3.36866 1.56673 1.97178
C -2.61019 -4.15626 -0.54148
H 0.24879 -1.30840 -4.86941
H -2.52765 4.75162 3.73926
C -0.47838 1.00880 3.80220
C -1.34825 1.15258 2.53484
H -2.04223 -1.22071 3.93854
H 4.53005 2.21177 -3.81128
H -1.83117 -1.64308 -0.33430
H 2.48559 -3.95422 -2.26580
H -1.47504 2.58103 0.91773
N -1.19669 0.03269 1.59196
C -1.97884 -2.03802 0.65666
H 1.51657 -2.67855 1.65625
H -2.23628 3.24489 5.78451
H -3.13158 -4.89345 2.03278
H 4.90835 -0.78923 -3.14121
H 3.94277 -1.32155 -4.51456
H 0.56752 0.91840 3.49159
C 2.46036 0.34312 -1.07945
C 2.42584 1.03510 -4.75436
H -2.46829 1.50200 5.62354
H -3.16518 -4.73119 4.41758
C -0.86512 2.42321 1.80890
C 3.96496 1.75528 -2.99159
Cl -0.47024 0.80235 -3.14168
C 2.36069 -3.57634 -3.28817
C 1.06552 -2.03450 -4.78716
H -1.89370 -4.97991 -0.57320
C -0.96904 3.66668 2.70517
C 3.90496 -1.56661 0.93084
C -3.28341 3.25103 -1.86596

Calculated values
* energy above the lowest of the compared OMol25 structures with the same formula, charge and spin: 130.1 kJ/mol
* multiplicity: 1


2.
C41H56FeN2O3P2 as an isolated structure at a distorted geometry, computed with ωB97M-V with the def2-TZVPD basis set.

Positions of all 105 atoms, in Å:
O 0.56769 -5.72146 -1.86975
H -1.87532 4.63423 -5.27094
C 1.00128 -4.56262 -1.37182
C 2.81036 4.62881 2.44656
C 1.28690 2.83192 1.96354
H -2.08426 1.80227 3.41762
C 1.95844 2.02320 2.86651
H 3.41952 -1.04579 2.55995
H -0.14415 3.01126 0.54023
C -0.70635 -5.76115 -2.52027
C 2.03792 -2.25123 -0.15945
H 3.55880 1.88791 4.28041
C -3.97826 -0.41492 2.18543
H 4.13668 0.05489 -1.90862
H -0.37952 1.86380 3.95052
C -4.11337 0.74631 -0.31368
C -2.85046 0.55051 0.26569
H -1.86369 -2.52969 0.08246
H -0.22194 -1.90182 -3.55534
C -5.22772 -0.16324 1.64872
H -1.49295 -5.44468 -1.83554
C 3.04443 2.52208 3.56867
H 3.45395 -0.97654 -3.57535
C 1.33636 -0.40066 -3.73572
H -2.15727 -0.59734 4.23284
C -6.49786 -0.49718 2.38980
H 3.13380 5.64767 2.27776
P -1.15473 -0.64887 2.10715
H 0.10961 -1.36067 -5.20052
H -2.87514 4.33910 -3.00741
C -2.15496 3.54750 -2.82846
C 2.73606 -3.48204 -0.14546
H 3.69224 -3.54546 0.35028
H -0.70149 -5.12778 -3.40760
H -0.21636 -1.80582 4.91006
H -6.22197 0.56365 -0.10576
H 1.17787 4.77333 1.05847
C -1.44498 -2.47720 2.22684
H 2.53795 -1.83081 -4.80756
H 2.08884 2.88033 -0.52696
C -1.42522 1.67392 -1.43269
H 0.70213 2.31646 -4.03272
C -1.22078 -0.15286 3.88969
C 3.93961 1.08227 -1.59720
H -6.30159 -1.16240 3.23080
Fe 0.05364 0.40382 0.27847
H -0.81796 -0.33387 -4.09955
C 2.66979 1.68398 -2.22283
H -0.06934 -0.25125 5.71746
H -3.92981 -0.91358 3.15000
H -3.28671 -2.77012 1.08096
C -0.16039 2.41193 -3.37854
H 4.27437 -2.18903 1.51930
C 3.74734 -1.24398 1.53692
H -0.26151 5.09046 -4.74500
H 1.57618 0.41530 -4.42226
H 0.52447 -2.85726 3.15677
P 1.25040 0.47150 -2.11305
C 0.82020 -2.19913 -0.89304
H 4.33209 4.21082 3.90152
C -1.33858 1.36049 4.08356
H -0.40362 -4.29760 2.75207
C 0.30550 -3.36516 -1.46315
H -7.22093 -0.98697 1.73645
C -2.79514 -0.07913 1.52162
C -0.08802 -0.73772 4.73981
H -0.64627 2.22152 1.86466
H 2.82720 1.79944 -3.30036
H -4.19458 1.14700 -1.31433
C -5.26130 0.40044 0.37204
C 2.52186 -1.13752 0.66489
H -0.86077 -6.79442 -2.80822
C 1.71055 4.13546 1.75652
C 2.39408 3.02818 -1.56414
C -0.15615 -3.28640 2.42041
C 2.48355 -1.41934 -3.79782
H 3.32140 3.60601 -1.53906
C 0.01612 -1.03129 -4.16326
H 1.63503 3.62022 -2.06979
H -1.66095 1.57468 5.10413
H -0.64062 -3.29129 -1.97593
N -1.63482 0.85391 -0.33895
C -0.26791 1.54532 -2.26453
H 2.80294 -5.54476 -0.72100
C -2.30473 2.74163 -1.72948
O 0.11562 -1.07960 -1.12837
H 0.89569 -0.58954 4.28650
H -3.12419 2.92000 -1.04726
N 0.14244 2.32037 1.22977
H -2.09426 -4.06926 0.91993
C -0.91695 4.23786 -4.93726
H 4.80637 1.68295 -1.87699
H -6.97713 0.39989 2.78661
C 2.25750 -4.61189 -0.73824
C -2.22196 -2.98693 1.00769
C 3.47999 3.82524 3.35750
H 4.43289 -0.44152 1.26231
H -0.48489 3.67223 -5.76272
H 3.85912 1.09622 -0.50941
H 2.32196 -2.25161 -3.11006
H -2.06729 -2.59359 3.11930
O 1.95138 -0.04177 0.69680
C -1.08204 3.37545 -3.71028
H 0.38529 -3.37696 1.47970
H 1.63378 1.00092 3.00008

Calculated values
* expectation value of S²: 1.244
* multiplicity: 2
* net charge: +1


Number 1: calculated total energy -85561.4241 eV. Number 2: calculated total energy -105508.5358 eV.